# C4H29NO10

A cluster of 11 separate species, C4H29NO10 in total (ωB97M-V/def2-TZVPD, the OMol25 dataset).

Geometry as ORCA input:
```
! wB97M-V def2-TZVPD RIJCOSX def2/J DEFGRID3
* xyz 0 1
C -0.70 2.06 1.48
C -0.70 1.08 0.47
N -1.28 -0.11 0.33
C -1.21 -0.69 -1.03
C -2.50 -1.65 -1.21
H -0.17 3.00 1.36
H -1.34 2.16 2.32
H -0.04 1.41 -0.42
H -2.08 -0.28 0.90
H -1.26 0.04 -1.91
H -0.30 -1.23 -0.92
H -2.71 -2.22 -0.23
H -3.22 -0.93 -1.31
H -2.40 -2.25 -2.03
H -0.46 -4.06 1.04
H -0.51 -3.67 -0.44
O -1.13 -3.88 0.27
H -0.95 4.11 -0.91
H -0.23 4.56 0.38
O -0.19 3.99 -0.41
H -3.72 2.69 -0.83
H -2.37 2.67 0.10
O -2.92 3.19 -0.54
H 2.37 -0.52 2.57
H 1.24 -0.75 1.35
O 1.83 -1.07 1.94
H 2.88 -0.34 0.97
H 2.99 0.00 -0.67
O 2.98 0.23 0.21
H -2.42 -2.23 1.48
H -3.84 -2.04 2.05
O -2.94 -1.59 1.94
H 0.72 1.61 -2.76
H 2.18 2.22 -3.05
O 1.53 1.44 -3.22
H 1.75 1.70 2.38
H 1.49 0.84 3.61
O 2.21 1.18 3.06
H 2.71 -1.42 -3.04
H 2.08 -0.15 -2.73
O 2.55 -0.85 -2.36
H 1.80 -2.39 -1.35
H 1.88 -2.80 0.11
O 1.52 -3.11 -0.73
*
```

Results
E_HOMO, eV: -8.1
Gap between HOMO and LUMO, eV: 8.3
SMILES: C=CNCC.O.O.O.O.O.O.O.O.O.O
Molecular weight, Da: 251.27
Energy above the lowest of the compared OMol25 structures with the same formula, charge and spin, eV: 4.8601